Below is 10 unconnected molecules or ions with the total composition C25H53N10O19 at a distorted geometry, with properties calculated with ωB97M-V/def2-TZVPD.

XYZ file:
```
107
Properties=species:S:1:pos:R:3:forces:R:3:mulliken_charge:R:1
C -0.453433 2.300203 1.138665 0.3067 -1.4371 -0.3735 0.4278
H -2.626177 -1.523684 -8.543751 -0.0292 -0.0667 -0.0103 0.2979
C 1.160073 -1.403455 4.872518 -0.1359 -0.0275 -0.2524 -0.5288
N 2.296146 -2.102608 4.203323 0.3136 -0.1907 -0.0774 1.0263
O -0.688664 -1.264045 -9.840152 0.0024 0.0041 0.1134 -0.5461
H 3.577840 -6.008732 5.529634 -0.0702 -0.0019 0.0337 0.3012
O 3.460776 3.049882 4.740480 -0.0562 0.1447 -0.0435 -0.5360
H 1.476851 2.334916 3.872594 0.7800 -1.1953 0.1981 0.0101
H -3.142116 3.169671 3.125863 0.1409 -0.0039 -0.0205 0.2336
O -3.643453 0.066098 -6.194368 0.1173 0.0354 0.0396 -0.5464
N 4.307540 -5.767466 7.470286 0.0013 0.0037 -0.0390 0.8847
C -0.635574 1.650602 -0.209491 -0.0867 0.0014 -0.2842 0.9014
C -3.038469 2.576683 -0.348793 0.2672 0.0231 -0.6736 -0.7723
H -3.083745 -3.416996 1.402428 0.0349 -0.0687 0.0227 0.3413
N 3.232117 4.171538 4.328290 0.0448 0.0795 0.0373 0.8647
H -0.541988 3.380846 1.027586 -0.1950 0.1226 0.0345 0.5205
N 2.246889 8.157692 3.005271 -0.0514 -0.0175 0.0174 0.8672
H 2.829099 -1.614918 1.047709 -0.1167 -0.0219 0.0422 0.2284
C 3.190334 -4.664752 -3.200169 -0.0233 -0.0909 -0.1148 -0.6112
C -2.166049 -2.920007 1.704003 -0.0376 0.1471 -0.1570 -0.6313
C -2.005522 1.120970 -2.116174 0.3468 0.2436 0.9034 -0.1769
N 0.486962 -1.449499 -9.581154 0.0165 0.0026 -0.0726 0.9277
H 0.758332 -2.092525 5.609702 0.0674 0.0310 0.0727 0.3258
H -0.513876 -2.306152 -2.393912 0.1060 0.0820 0.0576 0.1844
O 2.266135 -2.321405 3.002157 -0.5001 0.2336 0.2826 -0.6229
H 0.949236 -0.246349 -2.565824 0.0972 -0.0556 0.0094 0.5360
N -3.716350 -0.960055 -6.848997 -0.0675 -0.0014 -0.0491 0.9180
H -4.368195 -1.231817 -8.809026 0.0175 -0.0807 0.0073 0.3231
C -2.081189 -1.516203 -3.747341 0.2036 0.2007 0.5898 -0.1792
H 4.265515 5.946936 4.693415 -0.0757 0.0667 -0.0481 0.2853
C 0.188736 0.314706 -2.047474 -0.1190 0.3442 0.5771 -0.6472
H -1.309500 -3.563490 1.540281 0.0425 -0.1100 -0.0147 0.3760
C -4.426815 1.983282 -0.574590 -0.3206 -0.1083 0.4722 -0.9796
N 3.377412 -3.261147 -3.665675 0.0694 -0.1449 0.0100 0.9039
O 4.002521 -2.515973 -2.936606 -0.1304 0.0402 0.0768 -0.5470
H -2.889330 2.800199 0.697782 -0.0353 0.0085 0.1715 0.3650
H 2.657968 -4.629214 -2.253581 0.0449 0.0161 0.0387 0.1675
H -2.045980 -1.965314 1.203964 0.0006 0.0142 0.0287 0.0343
H 1.701449 -0.474022 -8.189287 0.0565 -0.0476 -0.0301 0.3018
H -1.268338 1.944102 1.769323 -0.1974 0.2728 0.1391 -0.2527
O -2.196162 -1.518342 3.555618 0.0996 0.1482 -0.0804 -0.5098
H 0.082778 -0.945347 -7.582063 -0.0284 0.0073 -0.0383 0.1034
C 3.936616 -5.191522 6.148017 0.1446 -0.0140 -0.0620 -0.6837
H 5.296399 4.536840 4.299648 -0.0498 -0.0829 0.0186 0.3547
H 1.355524 0.788295 -0.351829 0.0229 0.0670 0.1452 0.2846
N 3.059230 -3.476894 0.140346 -0.1403 0.0275 0.0185 1.0781
H 0.703332 8.138215 4.406805 0.0597 0.0066 0.0533 0.2765
O -4.682601 2.109267 2.232607 -0.1603 -0.0250 0.1263 -0.4191
C -3.468004 -0.880273 -8.313914 -0.0987 0.1502 -0.0394 -0.7418
H 3.151994 -4.465069 6.322276 -0.0552 -0.0381 0.0195 0.2546
O 2.188141 8.053140 1.800377 -0.0181 -0.0291 -0.0392 -0.5292
H -2.163098 -2.351097 -1.734216 0.1189 0.1573 0.1883 0.1243
O 3.149534 7.734046 3.697550 0.0204 0.1270 0.0030 -0.4861
C 1.132304 8.849356 3.707525 -0.1058 0.0565 -0.0815 -0.7263
H -3.142723 0.866267 1.676878 0.0994 -0.0608 0.1462 -0.3138
C -1.565144 -2.442691 -2.637303 -0.1635 -0.3213 -0.3124 -1.0472
C 4.384754 5.073459 4.065638 0.2667 -0.2280 0.0422 -0.7727
O -2.396966 -3.635881 3.876550 0.0352 -0.0694 0.0348 -0.5489
H 4.343758 5.351424 3.017965 -0.0752 0.1289 0.0208 0.2867
H 3.301081 -1.598968 -0.677344 0.0423 -0.0035 -0.0262 0.2337
H -4.538566 0.035088 2.329270 -0.1619 -0.0243 0.0847 0.5363
C -1.876543 1.767251 -0.886570 0.1556 -0.5397 -0.4167 0.0632
O 3.424985 -6.326592 8.086063 -0.0434 -0.0172 0.0284 -0.5279
H -2.924092 1.155740 -2.679392 -0.0246 -0.0355 -0.1331 0.5267
H -3.079966 -1.174497 -3.483810 -0.2258 -0.1676 -0.2212 0.3952
O 1.329679 -1.786823 -10.374643 0.0516 -0.0186 -0.0446 -0.5351
O 3.876040 -4.340637 0.336062 0.0573 -0.0576 0.0009 -0.5536
H -4.635027 3.032686 4.062036 -0.1225 0.1012 -0.0477 0.2938
C -4.743298 0.744741 0.278375 0.1049 0.1607 0.1543 -0.7377
O 2.119314 4.614973 4.110701 0.1226 -0.0744 0.0487 -0.4897
H 4.179192 -5.093051 -3.066268 0.0101 0.0382 0.0719 0.3003
O 1.904101 -3.676611 -0.208586 -0.0777 0.0170 -0.0726 -0.5795
H 0.407512 -1.152256 4.136119 0.0247 -0.0422 -0.1143 0.0057
O -3.974417 -2.048925 -6.385869 0.0194 -0.0315 -0.0151 -0.5153
H -2.149972 -2.058312 -4.683325 -0.0755 0.1155 -0.1831 0.4950
C -3.966238 2.503020 3.390663 -0.1218 -0.1089 0.0675 -0.6359
H 1.774501 2.068986 1.368279 0.1211 1.3933 0.0697 0.4586
O 5.453295 -5.639350 7.842323 0.0349 0.0006 0.0176 -0.5226
H -1.669677 -3.476638 -2.956474 -0.0012 -0.1000 0.0238 0.4019
C 0.938028 -1.245606 -8.176554 -0.0969 0.0288 0.1119 -0.5841
O 3.213265 -2.436461 4.916164 0.0168 0.0706 0.1497 -0.5780
C 0.822766 2.053584 1.889380 -0.0439 -0.4654 0.3411 -0.3844
H -0.286120 -0.494218 -4.416237 0.2128 0.1324 0.0381 0.3605
H 1.562361 -0.513069 5.346507 0.0605 -0.0647 0.0633 0.3048
H -5.145012 2.753979 -0.307269 -0.0155 0.1272 -0.0165 0.4649
H -3.578338 1.636226 3.926532 0.0807 -0.0661 0.0466 0.2625
H -3.253329 0.149627 -8.569791 0.0016 0.0185 0.0415 0.2830
H 2.625508 -5.200006 -3.953474 0.0117 0.0391 -0.0405 0.3129
H 0.001998 1.181316 3.593824 -0.7581 1.0434 0.4583 0.1817
O 2.906524 -2.943092 -4.737734 -0.1248 0.0714 0.0094 -0.5130
C 0.788488 1.825776 3.215272 -0.1391 0.0489 -0.8578 -0.8679
C -4.241893 0.881498 1.706093 0.5127 0.0771 -0.4287 0.1959
H 1.353512 -2.186335 -7.829367 0.0810 0.0010 -0.0213 0.3287
H -4.611919 1.754760 -1.622366 0.0187 0.0407 -0.1300 0.5396
C 3.459315 -2.061524 0.292524 0.2967 0.2700 -0.1603 -0.6572
N -2.259509 -2.671014 3.165439 -0.0662 -0.0042 0.1115 0.9339
H -5.819521 0.588583 0.315246 -0.0948 -0.0467 -0.2334 0.4373
H -4.284423 -0.139667 -0.168541 -0.0368 -0.1769 0.0653 0.2277
C 0.390602 0.920527 -0.813342 -0.4277 -0.2619 -0.6197 -0.8837
H 0.408522 9.166738 2.967244 0.0207 -0.0079 -0.0336 0.3079
C -1.239372 -0.257760 -3.957568 -0.4529 -0.3805 0.1073 -1.2933
H 4.503361 -2.020774 0.577934 0.0112 -0.0753 0.0066 0.3070
H 4.812840 -4.724583 5.716671 0.0214 0.0116 0.0349 0.3024
H -2.997053 3.538215 -0.866820 -0.0019 0.1182 0.0222 0.3983
N -0.995668 0.413647 -2.662350 0.0262 0.3548 -0.0496 0.3534
H 1.558775 9.696805 4.234963 0.0247 -0.0403 0.0615 0.2918
H -1.802445 0.441318 -4.567374 0.1690 0.0755 -0.2491 0.3933
```
Forces are in eV/Å.

Properties
net charge = +1
gap between HOMO and LUMO = 8.15 eV